ORCA calculation (ωB97M-V/def2-TZVPD) on a 2-piece molecular cluster, CH5N4O2 overall.

```
12
Properties=species:S:1:pos:R:3:forces:R:3:nbo_charge:R:1
C 0.512694 0.999236 -1.064579 1.6 1.1 -0.3 0.800
N -0.768276 -0.438925 0.916300 -0.3 0.4 1.1 0.055
N -0.155256 1.737197 -0.205231 -1.4 0.2 0.4 -0.843
N 0.132039 -0.868733 0.211299 -1.3 1.5 -0.1 0.061
N 1.361281 0.798078 -1.896289 -3.1 1.3 2.7 -0.531
O 0.534100 -2.121051 0.324229 0.1 -0.9 -0.2 -0.455
O -1.337588 -1.234628 1.828073 1.4 -2.6 -1.4 -0.488
H -0.863652 1.428046 0.550164 2.0 -0.8 -1.7 0.494
H -0.462453 2.671710 -0.443088 0.6 0.3 -0.9 0.462
H 1.775322 -0.031735 -2.195004 0.9 -1.2 -1.1 0.447
H 1.001188 -2.229575 -0.518467 0.3 -0.6 0.3 0.495
H -1.729398 -0.709620 2.492593 -0.9 1.4 1.0 0.503
```
Positions in Å, forces in eV/Å.

DFT total energy: -410.16203 Ha
LUMO: -5.0 eV
total charge: +1
Kohn-Sham gap: 10.4 eV

ORCA calculation (ωB97M-V/def2-TZVPD) on the molecule C9H12O.

```
22
Properties=species:S:1:pos:R:3:forces:R:3:nbo_charge:R:1
C 1.878219 1.156962 0.476179 -2.7 -1.4 1.4 -0.353
C 1.241430 0.273808 -0.262347 2.3 -0.2 -3.7 -0.170
C -0.157444 -0.214873 -0.293702 -2.3 -0.8 -0.4 -0.311
C -0.960031 0.292359 0.849454 -0.1 -0.1 2.9 -0.187
C -2.020136 1.065618 0.909202 -1.5 1.0 -0.8 -0.366
C -0.872071 0.077899 -1.602597 0.9 0.5 0.1 -0.149
C -0.551659 0.920632 -2.554897 4.6 0.2 4.8 -0.376
C -0.540663 -1.761678 0.072315 2.2 0.1 -1.3 0.655
C 0.408533 -2.345670 1.039195 2.2 3.4 1.8 -0.734
O -1.347253 -2.461224 -0.476996 -0.4 1.0 0.0 -0.521
H 2.745716 1.569060 0.174577 2.9 1.0 -1.0 0.195
H 1.539492 1.439396 1.432737 -0.7 0.6 1.0 0.187
H 1.887531 0.123692 -1.240139 -1.8 -0.4 1.6 0.210
H -0.713039 -0.145867 1.843944 0.1 0.0 -0.8 0.198
H -2.722242 1.140262 1.781408 1.2 0.1 -0.8 0.213
H -2.295057 1.621052 0.000684 -0.3 -0.3 0.4 0.200
H -1.724078 -0.438384 -1.854374 -2.0 -1.7 0.5 0.213
H -1.077933 1.046734 -3.373426 -2.3 0.7 -3.9 0.194
H 0.402558 1.423911 -2.316850 -0.6 0.4 -1.0 0.185
H 0.477115 -3.333464 0.841168 0.4 -3.2 -0.6 0.237
H 1.453456 -1.825564 1.033485 -1.8 -1.0 -0.4 0.236
H 0.130043 -2.230848 2.080694 -0.5 0.0 0.2 0.241
```
Positions in Å, forces in eV/Å.

structure (SMILES): C=CC(C=C)(C=C)C(C)=O
DFT total energy: -425.22610 Ha
LUMO: 0.8 eV
Kohn-Sham gap: 10.0 eV

ORCA calculation (ωB97M-V/def2-TZVPD) on the molecule C4H7NO.

```
13
Properties=species:S:1:pos:R:3:forces:R:3:nbo_charge:R:1
O -1.007009 1.456791 1.570601 -0.1 0.2 0.2 -0.562
N -1.293993 0.498358 0.621079 0.3 -0.4 -0.4 -0.108
C -0.255576 0.134488 -0.031901 -0.1 0.1 0.2 0.226
C 1.139250 0.629602 0.228618 0.0 0.0 0.0 -0.690
C -0.118265 -2.106820 -0.378186 0.1 0.2 -0.2 0.014
C -0.534401 -0.896988 -1.129657 -0.2 -0.1 0.0 -0.598
H -1.862609 1.587873 2.000395 0.2 0.0 -0.1 0.484
H 1.350554 1.534189 -0.353009 -0.1 -0.1 0.1 0.238
H 1.256054 0.878239 1.285942 0.0 0.0 -0.2 0.248
H 0.996259 -2.081995 -0.395155 -0.2 0.0 0.1 0.075
H 1.878756 -0.126704 -0.045756 -0.1 0.1 0.0 0.224
H 0.054274 -0.628681 -2.019938 0.0 -0.1 0.2 0.222
H -1.603294 -0.878350 -1.353033 0.2 0.0 0.0 0.228
```
Positions in Å, forces in eV/Å.

DFT total energy: -286.40251 Ha
LUMO (spin up / spin down): -0.5 / -0.5 eV
Kohn-Sham gap (spin up / spin down): 8.3 / 8.3 eV

ORCA calculation (ωB97M-V/def2-TZVPD) on a 2-piece molecular cluster, C17H25N3O4PS overall.

```
51
Properties=species:S:1:pos:R:3:forces:R:3:nbo_charge:R:1
C 3.588320 -0.423051 1.860627 0.2 -2.4 0.9 -0.424
C 3.556977 -1.830039 2.113817 -0.4 3.1 -0.5 -0.181
C 2.298467 -2.772147 1.717081 1.4 0.2 -1.0 -0.502
C 1.465392 -2.086136 0.546943 0.7 0.4 -4.3 0.210
C 1.968236 -2.065475 -0.908146 -2.6 0.6 2.6 -0.210
P 3.619926 -2.871660 -1.346707 0.9 -0.4 0.8 1.077
C 3.142538 -4.588592 -2.047890 -1.0 1.0 -1.0 -0.948
O 4.424071 -1.969124 -2.566342 -2.3 -0.1 0.7 -0.943
N 0.979712 -1.338301 -1.694990 -0.8 -0.6 5.0 -0.513
C -0.082871 -0.904545 -0.812721 0.8 -0.5 -0.1 0.433
C -1.342291 -0.039300 -1.251167 -1.0 1.3 0.1 -0.201
C -1.638144 1.307134 -0.552086 -2.7 -1.8 -3.8 -0.156
C -2.870583 1.980080 -1.175064 1.7 -2.2 -0.2 -0.250
C -3.608604 1.298282 -2.319545 0.0 0.4 0.4 0.054
N -3.396283 0.049306 -2.968526 3.6 2.6 4.7 -0.367
C -2.245843 -0.527684 -2.369825 0.7 -0.4 0.2 0.042
N 0.205208 -1.365210 0.539432 1.7 0.1 -3.4 -0.350
C -0.657696 -1.136075 1.760525 -0.2 -0.8 0.4 -0.214
C -1.626139 -2.438852 1.902085 -0.7 0.3 -0.3 -0.525
C -3.003563 -2.104203 2.640862 -2.0 1.8 3.0 0.768
O -3.120574 -1.364977 3.647813 1.2 -2.8 -4.0 -0.536
O -4.220595 -2.708392 2.167486 3.5 0.8 -0.8 -0.656
H 3.096142 0.087598 0.971015 -0.1 -0.8 1.7 0.198
H 4.163817 0.260990 2.588881 -0.3 -1.3 -1.8 0.234
H 4.510316 -2.264095 2.597079 -2.2 0.5 -0.1 0.247
H 2.771241 -3.750788 1.319025 -1.1 1.5 0.4 0.263
H 1.687509 -3.073332 2.631575 0.7 0.8 -1.2 0.258
H 4.023629 -5.309023 -1.991426 -1.2 1.2 -0.1 0.270
H 2.246763 -4.958729 -1.439452 1.4 0.4 -0.7 0.248
H 2.768600 -4.395961 -3.115837 0.7 -0.8 1.3 0.241
H 3.962535 -1.109866 -2.705546 0.7 -0.8 0.0 0.491
H 1.119391 -1.172212 -2.698096 -0.7 0.2 0.7 0.461
H -0.981130 1.716342 0.278399 -1.1 -0.5 -1.3 0.243
H -3.214578 3.013514 -0.797752 0.6 -1.8 -0.7 0.307
H -4.504219 1.888953 -2.748047 1.6 -1.1 0.8 0.231
H -1.941469 -1.540256 -2.837840 -0.6 1.7 0.9 0.208
H -1.257229 -0.168320 1.639005 1.0 -1.6 0.2 0.262
H 0.080231 -1.069861 2.642572 -1.4 0.1 -1.4 0.257
H -1.889777 -2.790973 0.833263 0.6 0.4 1.7 0.225
H -1.114074 -3.279530 2.504900 -0.8 1.3 -1.1 0.267
H -4.009040 -3.002188 1.244150 -0.6 0.0 1.1 0.475
C -0.143978 4.787636 0.309408 0.1 -0.1 -0.2 -0.831
S -1.616843 5.726401 0.765937 -0.2 0.1 0.0 1.260
O -2.798542 5.026145 0.173366 0.4 0.0 0.0 -0.999
C -1.258856 7.155984 -0.277376 0.0 0.0 -0.1 -0.827
H -0.175917 3.825594 0.822581 -0.1 0.1 0.1 0.218
H -0.125683 4.623189 -0.769816 -0.1 0.1 0.0 0.230
H 0.747633 5.334139 0.621256 -0.1 0.0 0.0 0.240
H -1.171959 6.844474 -1.319773 0.0 -0.1 0.1 0.233
H -0.331001 7.625057 0.054101 -0.1 0.0 0.1 0.235
H -2.079173 7.868080 -0.179212 0.0 -0.1 0.1 0.252
```
Positions in Å, forces in eV/Å.

DFT total energy: -1867.04506 Ha
LUMO: -3.8 eV
total charge: +1
Kohn-Sham gap: 7.6 eV

ORCA calculation (ωB97M-V/def2-TZVPD) on the molecule C8H15N3O.

```
27
Properties=species:S:1:pos:R:3:forces:R:3:nbo_charge:R:1
C 1.996647 2.355872 -0.706758 -1.7 1.6 3.3 -0.579
C 1.601711 1.065702 0.014491 0.8 0.0 -1.2 -0.330
C 2.019474 1.116652 1.487510 0.9 -3.5 -0.5 -0.580
C 0.152172 0.981290 -0.043496 -2.3 -3.5 1.6 0.533
N -0.753807 1.819869 -0.215210 0.7 -0.2 -0.1 -0.495
C -2.036368 1.282326 0.185130 0.8 3.9 -0.9 0.720
O -2.994895 2.035274 0.158105 -0.1 -1.6 0.2 -0.596
N -1.849697 0.058864 0.639792 -1.1 -1.9 0.2 -0.483
N -0.538763 -0.477899 0.636773 1.4 2.4 -1.4 -0.311
C -0.447266 -1.773796 -0.175552 -0.5 1.0 -0.4 -0.065
C -0.837367 -1.476843 -1.658561 1.6 -2.3 -0.1 -0.634
C -1.345616 -2.751596 0.581595 -0.4 -1.2 0.3 -0.618
H 1.630564 3.282229 -0.056067 0.8 -1.9 -1.5 0.215
H 1.586517 2.418721 -1.653418 -1.2 0.2 -1.9 0.217
H 3.014706 2.419588 -0.850478 2.4 0.1 0.1 0.207
H 2.074528 0.193095 -0.534650 -0.6 0.7 0.8 0.225
H 3.110373 1.310564 1.433309 -0.6 -0.2 0.7 0.216
H 1.763427 0.062835 1.978642 0.7 2.4 -0.8 0.229
H 1.495669 1.894630 1.963550 -0.5 0.9 0.8 0.217
H -2.700878 -0.489325 0.593043 0.5 -0.4 0.4 0.412
H 0.588511 -2.177284 -0.145488 -0.6 0.7 0.2 0.209
H -1.459214 -2.315301 -2.147791 1.5 1.1 0.5 0.220
H -1.486235 -0.679132 -1.613445 -1.5 2.0 -0.2 0.205
H 0.113349 -1.138388 -2.202645 -1.6 -0.8 0.3 0.218
H -2.244333 -2.244956 1.050164 1.1 -0.8 -0.5 0.202
H -0.720575 -3.222525 1.413193 -1.1 0.5 -1.0 0.229
H -1.732623 -3.550459 -0.131736 0.6 0.8 1.1 0.218
```
Positions in Å, forces in eV/Å.

structure (SMILES): CC(C)c1nc(=O)[nH]n1C(C)C
DFT total energy: -553.24466 Ha
LUMO: 0.7 eV
Kohn-Sham gap: 9.4 eV

ORCA calculation (ωB97M-V/def2-TZVPD) on a 6-piece molecular cluster, C8H26IO9 overall.

```
44
Properties=species:S:1:pos:R:3:forces:R:3:nbo_charge:R:1
I -14.123567 -16.061731 24.105655 0.0 -0.1 0.0 -0.996
O -12.613741 -12.793553 20.154773 0.0 0.3 -0.2 -0.947
H -12.992349 -13.338952 20.844292 -0.2 -0.2 0.3 0.485
H -12.032076 -13.383028 19.674753 0.1 -0.1 -0.1 0.462
C -12.424064 -10.584734 27.067588 -0.6 -2.5 -0.6 -0.095
C -11.101960 -11.264722 27.591577 0.1 1.5 0.3 -0.102
O -9.939707 -10.735512 26.952077 -0.2 0.0 -0.5 -0.722
O -12.910439 -11.209308 25.822268 1.0 1.5 0.3 -0.745
H -12.322081 -9.508104 26.931339 0.5 -0.2 -0.5 0.191
H -13.281101 -10.666096 27.736149 0.3 -0.3 0.7 0.169
H -10.964384 -12.343424 27.516976 -1.2 -0.2 0.0 0.183
H -10.919748 -10.994204 28.631634 -0.5 0.0 0.2 0.171
H -9.937425 -11.192476 26.107819 0.3 0.3 -0.4 0.467
H -13.184636 -12.121178 25.944373 0.1 -0.1 0.4 0.484
C -18.393176 -20.259452 23.686831 2.3 1.5 1.4 -0.099
C -17.716564 -20.986849 24.879531 -0.3 -0.9 -1.4 -0.085
O -18.633311 -21.443277 25.824553 -0.6 -0.3 0.9 -0.725
O -18.622698 -18.860994 24.123184 -1.0 -1.6 -0.6 -0.744
H -19.248685 -20.802104 23.284679 -0.4 0.5 0.5 0.188
H -17.650806 -20.215141 22.889941 0.0 -0.1 -0.2 0.172
H -16.867731 -20.466013 25.322618 -0.2 0.7 0.0 0.173
H -17.255963 -21.903704 24.511681 0.0 -0.2 -0.3 0.166
H -19.126847 -20.715083 26.208965 0.1 0.3 -0.1 0.470
H -17.763431 -18.433074 24.110789 0.2 0.1 -0.1 0.484
C -17.095390 -16.817035 29.526412 0.5 0.3 -1.0 -0.091
C -17.213124 -16.702870 31.040554 0.3 1.1 -0.7 -0.083
O -18.356242 -15.988268 31.418051 -1.4 0.0 0.2 -0.726
O -17.036899 -15.549188 28.858217 -0.5 0.8 1.1 -0.760
H -17.981705 -17.320008 29.139687 0.1 -0.5 0.1 0.167
H -16.158511 -17.293900 29.238433 -0.2 -0.8 0.3 0.178
H -16.414414 -16.088833 31.456615 0.9 -0.7 -0.1 0.164
H -17.285934 -17.703377 31.466905 0.2 0.1 0.1 0.182
H -18.310603 -15.126468 30.997568 0.0 0.1 -0.1 0.473
H -16.632067 -15.604514 27.989518 0.1 -0.4 0.0 0.495
C -11.011959 -19.481337 20.703696 -0.3 -1.8 -0.8 -0.097
C -10.123897 -19.713843 21.914046 0.0 1.1 -0.6 -0.092
O -10.004318 -18.500008 22.646897 0.2 -0.4 0.3 -0.722
O -12.409294 -19.586267 20.983430 0.4 0.2 -0.1 -0.729
H -10.863883 -20.299718 19.999131 0.1 -0.6 0.2 0.165
H -10.724503 -18.674580 20.029453 -0.1 0.9 0.8 0.173
H -9.110445 -19.970987 21.606029 0.0 0.1 -0.2 0.171
H -10.493155 -20.559423 22.494350 -0.3 0.1 0.2 0.169
H -10.874137 -18.254782 22.970772 -0.2 0.2 0.2 0.477
H -12.722351 -18.863581 21.532363 0.0 0.4 0.1 0.481
```
Positions in Å, forces in eV/Å.

DFT total energy: -1295.25217 Ha
LUMO: 2.6 eV
total charge: -1
Kohn-Sham gap: 7.0 eV